Version i
5 unconnected molecules or ions with the total composition C12H22FNO9. Source: the Open Molecules 2025 dataset; level of theory: ωB97M-V/def2-TZVPD.

The highest occupied orbital energy comes out at -10.05 eV. The charge is 0.

Structure (XYZ):
```
45
C12H22FNO9, DFT ωB97M-V/def2-TZVPD
N -1.264 -1.760 3.242
H -1.501 -0.757 2.822
H -0.406 -2.073 2.895
H -2.114 -2.280 2.946
H -1.226 -1.613 4.214
F -0.269 -0.666 0.819
C 1.880 2.359 0.838
C 3.154 1.855 1.621
C 3.125 0.357 2.007
O 4.336 -0.128 1.504
C 4.907 0.770 0.763
O 5.982 0.611 0.244
O 4.329 1.964 0.852
H 1.013 2.140 1.602
H 1.535 1.631 0.122
H 1.717 3.478 0.617
H 3.039 2.314 2.680
H 2.225 0.074 1.315
H 2.801 0.196 3.034
C -3.204 1.706 0.652
C -1.890 2.253 0.045
C -1.610 1.648 -1.303
O -1.384 2.767 -2.070
C -1.772 3.876 -1.389
O -1.667 5.066 -1.860
O -2.114 3.673 -0.191
H -4.151 1.825 -0.041
H -3.505 2.193 1.643
H -3.234 0.650 0.679
H -0.900 2.182 0.769
H -2.454 1.055 -1.578
H -0.842 1.029 -1.248
C 0.625 -3.774 -1.074
C -0.602 -3.296 -1.803
C -0.796 -1.859 -2.051
O -1.115 -1.746 -3.454
C -0.896 -2.918 -4.022
O -0.945 -3.076 -5.289
O -0.470 -3.729 -3.143
H 0.329 -3.621 -0.028
H 1.474 -3.301 -1.315
H 0.532 -4.665 -1.253
H -1.477 -3.732 -1.314
H 0.352 -1.323 -1.933
H -1.540 -1.349 -1.565
```

=====

Version ii
5 unconnected molecules or ions with the total composition C12H22FNO9. Source: the Open Molecules 2025 dataset; level of theory: ωB97M-V/def2-TZVPD.

The highest occupied orbital energy comes out at -9.92 eV. The charge is 0.

Structure (XYZ):
```
45
C12H22FNO9, DFT ωB97M-V/def2-TZVPD
N 11.841 22.629 37.364
H 12.580 22.248 37.766
H 11.939 23.412 37.860
H 11.101 22.019 37.474
H 11.949 22.727 36.511
F 13.783 24.429 36.481
C 15.851 20.986 33.832
C 16.081 20.975 35.329
C 15.002 21.658 36.168
O 14.565 20.592 36.865
C 15.294 19.481 36.669
O 15.073 18.358 37.290
O 16.149 19.697 35.649
H 16.450 20.302 33.362
H 16.235 21.761 33.385
H 14.823 20.876 33.454
H 17.174 21.483 35.634
H 14.077 22.046 35.486
H 15.304 22.510 36.816
C 15.929 26.867 33.120
C 14.512 26.690 33.698
C 14.001 27.862 34.567
O 12.941 28.314 33.637
C 12.790 27.547 32.528
O 12.129 27.703 31.489
O 13.629 26.564 32.634
H 15.656 27.681 32.358
H 16.344 26.091 32.501
H 16.736 27.107 33.829
H 14.532 25.711 34.469
H 14.549 28.639 34.868
H 13.555 27.503 35.496
C 17.657 25.702 38.480
C 16.634 26.295 37.464
C 15.340 26.899 38.109
O 15.617 28.280 37.758
C 16.602 28.576 36.947
O 17.009 29.629 36.418
O 17.372 27.341 36.863
H 17.201 24.865 38.762
H 17.937 26.422 39.263
H 18.601 25.710 37.995
H 16.394 25.400 36.800
H 15.409 26.955 39.161
H 14.464 26.318 37.770
```

=====

Name the least stable of them. version ii.

=====

Version i
A molecular structure, C7H12N5O. Source: the Open Molecules 2025 dataset; level of theory: ωB97M-V/def2-TZVPD.

The highest occupied orbital energy comes out at -5.71 eV. The charge is -1.

Structure (XYZ):
```
25
C7H12N5O, DFT ωB97M-V/def2-TZVPD
C 0.523 1.378 1.167
C 0.664 -1.381 0.717
C 1.661 -1.108 1.832
C -1.339 1.133 -1.021
C 0.199 -0.422 -2.184
C -1.718 -1.373 -0.857
C -0.678 -0.208 -0.914
N 1.706 1.990 0.884
N -0.203 1.905 2.073
N 1.686 2.979 1.776
N 0.544 2.976 2.400
N 0.075 -0.278 0.293
O 0.355 -2.540 0.420
H 2.275 -0.166 1.664
H 2.295 -2.008 1.979
H 0.997 -0.861 2.755
H -0.598 1.779 -1.088
H -1.985 1.094 -1.799
H -1.995 1.294 -0.230
H 0.968 -1.059 -1.831
H 0.690 0.438 -2.560
H -0.333 -0.807 -2.943
H -2.064 -1.414 0.121
H -2.520 -1.054 -1.503
H -1.205 -2.290 -1.152
```

=====

Version ii
A gas-phase ion, C7H12N5O (charge -1). Source: the Open Molecules 2025 dataset; level of theory: ωB97M-V/def2-TZVPD.

The highest occupied orbital energy comes out at -5.66 eV. The charge is -1.

Structure (XYZ):
```
25
C7H12N5O, DFT ωB97M-V/def2-TZVPD
C 1.678 -0.148 -0.074
C -0.409 -1.790 0.276
C 0.737 -2.844 0.337
C 0.014 1.935 0.429
C -1.098 0.771 -1.543
C -2.150 0.623 0.838
C -0.850 0.700 -0.023
N 2.072 0.136 -1.310
N 2.463 0.266 0.902
N 3.170 0.794 -1.074
N 3.469 0.810 0.201
N -0.030 -0.490 0.293
O -1.580 -2.230 0.191
H 0.824 -3.290 -0.719
H 0.411 -3.606 0.974
H 1.588 -2.343 0.841
H 0.846 2.104 -0.218
H -0.575 2.713 0.245
H 0.566 1.820 1.394
H -1.467 -0.228 -1.832
H -0.061 1.009 -1.839
H -1.865 1.542 -1.735
H -2.070 0.293 1.912
H -2.707 1.587 1.010
H -2.980 -0.137 0.524
```

=====

Name the least stable of them. version i.

=====

Version i
A single C5H10N2O2S molecule. Source: the Open Molecules 2025 dataset; level of theory: ωB97M-V/def2-TZVPD.

The highest occupied orbital energy (alpha / beta) comes out at -7.99 / -8.00 eV. The charge is 0.

Structure (XYZ):
```
20
C5H10N2O2S, DFT ωB97M-V/def2-TZVPD
C -1.964 -2.293 -0.165
C 1.546 1.508 0.063
C -3.158 -1.651 0.570
C 1.993 0.703 1.211
C 2.330 1.438 -1.228
N -0.944 -1.607 -0.449
N -0.146 -0.751 -0.502
O -1.023 1.437 0.854
O -0.536 1.907 -1.500
S -0.141 1.331 -0.238
H -2.035 -3.385 -0.529
H -3.754 -1.335 -0.221
H -2.643 -0.708 1.033
H -3.527 -2.417 1.334
H 1.135 0.158 1.682
H 2.623 1.397 1.885
H 2.702 -0.013 0.836
H 3.309 2.051 -1.191
H 1.842 1.900 -1.999
H 2.391 0.331 -1.447
```

=====

Version ii
A molecular structure, C5H10N2O2S. Source: the Open Molecules 2025 dataset; level of theory: ωB97M-V/def2-TZVPD.

The highest occupied orbital energy comes out at -8.76 eV. The charge is 0.

Structure (XYZ):
```
20
C5H10N2O2S, DFT ωB97M-V/def2-TZVPD
C 0.764 -0.766 -1.267
C 1.032 -1.609 -2.218
C -0.164 0.207 0.761
C 0.490 -0.667 1.815
C -0.973 1.358 1.306
N -0.831 -0.613 -0.219
N -1.791 0.029 -0.939
O 2.525 0.841 0.112
O 0.715 1.832 -1.256
S 1.189 0.761 -0.411
H 1.946 -1.559 -2.792
H 0.361 -2.420 -2.454
H 1.556 -0.747 1.616
H 0.054 -1.663 1.790
H 0.355 -0.245 2.805
H -1.125 2.120 0.545
H -0.447 1.823 2.134
H -1.942 0.998 1.643
H -2.206 -0.599 -1.615
H -1.509 0.917 -1.356
```

=====

Version iii
A single C5H10N2O2S molecule. Source: the Open Molecules 2025 dataset; level of theory: ωB97M-V/def2-TZVPD.

The highest occupied orbital energy comes out at -9.00 eV. The charge is 0.

Structure (XYZ):
```
20
C5H10N2O2S, DFT ωB97M-V/def2-TZVPD
O -3.017 -0.299 -1.219
O -1.059 -1.163 -0.134
S 1.699 -2.707 1.520
C -2.024 -0.204 -0.432
N -2.744 2.006 0.462
N -2.053 0.719 0.558
C 1.497 -3.438 -0.200
C 1.105 -0.915 1.094
C -0.754 0.746 1.245
C -0.413 -0.719 1.104
H -3.446 2.112 1.269
H -3.156 2.215 -0.494
H 0.407 -3.471 -0.374
H 1.971 -2.932 -1.095
H 1.735 -4.438 -0.155
H 1.518 -0.586 0.233
H 1.495 -0.248 1.944
H -0.877 0.985 2.339
H -0.072 1.478 0.740
H -0.829 -1.348 1.874
```

=====

Name the least stable of them. version i.